(1)
DFT (ωB97M-V/def2-TZVPD) results for an isolated molecule of C15H22ClN.

```
39
Properties=species:S:1:pos:R:3:forces:R:3:lowdin_charge:R:1
C 2.9423 2.0174 -0.0097 0.1 -0.2 0.2 -0.071
H 3.7943 2.6930 -0.0432 0.0 0.1 0.0 0.076
H 2.3595 2.1525 -0.9185 -0.1 0.0 -0.1 0.084
H 2.3218 2.2981 0.8375 -0.1 0.1 0.1 0.068
C 3.4166 0.5704 0.1020 -0.1 -0.1 -0.2 -0.434
C 4.3434 0.2386 -1.0666 0.0 0.0 0.3 -0.083
H 5.1861 0.9258 -1.0935 0.1 0.1 -0.1 0.074
H 4.7317 -0.7741 -0.9795 0.0 -0.1 0.0 0.074
H 3.8044 0.3198 -2.0082 -0.1 0.0 -0.2 0.081
C 2.2331 -0.4050 0.1179 0.1 0.2 0.4 -0.133
H 1.5766 -0.1629 -0.7190 0.1 0.0 -0.1 0.111
H 2.6101 -1.4200 -0.0377 0.0 -0.1 0.0 0.117
C 1.4178 -0.3866 1.4244 -0.1 -0.2 -0.4 -0.328
N 2.1382 -0.9191 2.5690 0.2 0.0 0.2 0.072
H 2.9356 -0.3330 2.7854 0.0 -0.1 0.0 0.074
H 2.4854 -1.8499 2.3649 0.1 0.0 0.0 0.081
H 1.1661 0.6508 1.6736 0.0 -0.1 0.0 0.137
C 0.0699 -1.1330 1.2563 0.1 0.5 0.0 -0.367
C -0.7613 -0.3947 0.2430 -0.1 0.0 -0.1 -0.181
C -1.4202 0.7713 0.6215 0.1 -0.1 -0.1 -0.023
C -2.1738 1.4959 -0.2822 0.0 0.1 -0.1 -0.097
C -2.2719 1.0537 -1.5912 0.1 -0.1 0.1 -0.680
C -1.6207 -0.0986 -1.9956 -0.1 0.1 -0.1 -0.098
C -0.8698 -0.8126 -1.0783 -0.1 0.1 0.1 -0.036
H -0.3578 -1.7043 -1.4073 0.1 -0.1 0.0 0.116
H -1.6981 -0.4327 -3.0186 0.0 0.0 -0.1 0.105
Cl -3.2137 1.9527 -2.7325 -0.1 0.1 -0.1 0.661
H -2.6814 2.3976 0.0232 -0.1 0.1 0.0 0.104
H -1.3418 1.1175 1.6411 0.0 0.0 0.2 0.121
C -0.6346 -1.3702 2.6144 -0.1 0.2 0.2 -0.118
H -1.7028 -1.1672 2.5771 -0.1 0.0 0.0 0.111
H -0.1852 -0.8457 3.4524 0.0 0.1 0.1 0.104
C -0.2981 -2.8636 2.5234 -0.1 -0.2 0.2 -0.151
H -1.1412 -3.5414 2.6398 0.0 -0.1 0.0 0.101
H 0.4925 -3.1587 3.2082 0.0 0.0 0.1 0.099
C 0.1857 -2.6636 1.0818 0.1 -0.1 -0.1 -0.110
H 1.1772 -3.0482 0.8524 0.1 -0.1 -0.1 0.103
H -0.5172 -3.0567 0.3507 0.0 0.0 -0.1 0.107
H 3.9895 0.4609 1.0312 0.0 0.0 0.0 0.124
```
Forces are in eV/Å.

Results
**HOMO-LUMO gap**: 9.6 eV



(2)
DFT (ωB97M-V/def2-TZVPD) results for a structure of composition C15H22CoN5O2S3 in a non-equilibrium geometry.

```
48
Properties=species:S:1:pos:R:3:forces:R:3:mulliken_spin:R:1
Co -2.3920 4.0724 17.6303 1.8 -0.8 -2.1 2.699
C -1.8744 4.4222 20.3017 0.3 0.1 -0.6 0.000
C -2.1857 5.8731 19.8430 -0.5 -1.0 -1.1 0.000
N -2.1755 5.9772 18.3230 1.4 0.9 0.9 0.041
C -3.1220 6.9294 17.7003 0.0 -0.1 -0.2 0.000
C -4.5506 6.3336 17.6591 0.3 0.7 0.3 0.001
S -4.5437 4.5312 17.5419 -2.1 0.4 -0.1 0.068
C -4.9655 3.9985 19.2504 -1.0 0.2 -0.2 -0.004
C -3.9549 3.0061 19.7788 0.5 -0.5 0.9 0.007
N -2.5355 3.3386 19.4375 0.2 0.8 2.3 0.051
H -0.7632 4.2651 20.2996 -1.1 -0.1 -0.3 -0.002
H -2.1807 4.3621 21.3419 -0.2 -0.3 0.2 0.002
H -3.1761 6.1695 20.1810 -0.1 0.0 0.0 -0.001
H -1.4597 6.5101 20.3183 0.2 0.5 0.0 0.000
H -1.2183 6.2431 18.0298 -0.7 -0.2 0.3 -0.001
H -3.1217 7.8939 18.2473 0.0 -0.4 -0.5 0.002
H -2.7867 7.0614 16.6478 0.0 0.1 0.8 0.000
H -5.1049 6.6607 18.5541 -0.1 -0.3 -0.5 0.001
H -5.0672 6.6834 16.7578 0.0 0.1 0.4 0.000
H -5.1724 4.8645 19.9297 0.2 -0.7 -0.8 -0.001
H -5.9067 3.4435 19.0512 0.4 0.5 0.7 0.002
H -4.0610 2.8828 20.8940 0.0 0.0 -1.1 -0.001
H -4.1693 2.0495 19.2832 0.2 0.1 0.3 -0.002
H -1.9565 2.5263 19.6091 -0.1 -0.3 -0.2 0.003
N -2.6000 5.4393 10.0594 -0.5 0.1 -0.1 0.000
C -2.6837 4.5257 11.0641 0.0 -0.6 1.5 0.001
C -1.5935 3.6685 11.3819 -0.4 -0.1 0.6 -0.001
C -1.6475 2.8174 12.5109 -1.3 0.8 -0.9 0.000
C -2.7956 2.7751 13.3304 1.2 0.4 -0.5 0.001
C -3.9163 3.5643 12.9614 1.1 -0.4 0.7 0.000
C -3.8515 4.4382 11.8920 0.5 -0.6 -0.8 0.000
S -2.6498 1.8454 14.8721 -0.9 0.1 -0.4 0.004
O -1.8047 0.6704 14.7171 -0.4 1.4 0.0 0.005
O -4.0213 1.6955 15.3053 0.6 0.1 0.3 0.001
N -1.9309 2.8905 15.9816 -1.2 -0.7 -1.0 0.072
C -0.6561 2.7898 16.3443 1.4 0.0 0.7 -0.006
S 0.6875 1.7581 15.8387 -1.1 0.4 0.2 0.002
C 1.6474 2.4456 17.0903 -0.5 0.8 0.7 0.008
C 0.9472 3.3931 17.7810 0.8 -0.6 -0.2 0.004
N -0.3373 3.6059 17.3752 -0.1 -0.7 -1.0 0.039
H -1.7246 5.5702 9.5895 -0.1 0.1 -0.2 0.000
H -3.4106 5.9889 9.7837 0.6 -0.3 0.1 0.000
H -0.7022 3.6999 10.7484 -0.3 -0.2 0.2 0.000
H -0.8730 2.1028 12.6860 0.6 -0.1 0.2 0.000
H -4.7915 3.4764 13.5809 -0.3 0.1 0.0 0.000
H -4.7454 4.9629 11.5768 0.0 0.2 0.2 0.000
H 2.6316 2.0731 17.2946 0.2 0.1 -0.1 0.001
H 1.3192 3.9844 18.5971 0.3 0.0 0.2 0.000
```
Forces are in eV/Å.

Results
**Net charge**: +1
**HOMO-LUMO gap (alpha / beta)**: 7.7 / 7.0 eV
**Spin multiplicity**: 4



(3)
DFT (ωB97M-V/def2-TZVPD) results for a cluster of 3 separate species, C15H22F2N3O8 in total in a non-equilibrium geometry.

```
50
Properties=species:S:1:pos:R:3:forces:R:3:lowdin_charge:R:1
C -2.3521 -2.3920 1.5767 0.1 0.2 -0.3 0.074
C -1.3039 -1.9932 0.7707 -0.6 -0.5 0.1 -0.113
C -0.7001 -0.6371 0.7665 -0.2 0.2 -0.8 -0.202
C 0.8218 -0.6739 0.3615 -0.8 0.2 -0.5 -0.187
C 1.8167 -0.5023 1.4710 -0.3 0.3 0.2 -0.073
C 1.7784 0.9106 2.0252 0.2 0.6 1.5 -0.247
O 1.6910 1.1570 3.2123 0.0 -0.4 -1.2 0.072
N 0.8380 0.4225 -0.7055 0.8 -2.7 -1.3 0.221
C -0.3656 0.3359 -1.2088 -0.8 2.1 1.4 -0.300
N -0.6826 0.0898 -2.4754 0.1 0.0 -0.5 0.243
N -1.2948 0.4540 -0.1068 -0.3 -0.1 0.3 0.045
O -0.9202 1.6498 0.6024 0.1 0.4 -0.5 -0.136
C -2.0948 2.3336 1.0841 0.0 -0.1 0.4 -0.207
C -2.3306 2.1142 2.5697 -0.1 -0.3 -0.2 -0.052
H -3.3901 -2.1222 1.3987 0.1 1.8 1.2 0.073
H -2.1696 -3.0430 2.4267 -0.3 -1.8 -1.2 0.073
H -0.9459 -2.7421 0.0662 1.7 -0.5 1.3 0.092
H -0.6731 -0.3534 1.8082 -0.7 0.8 0.0 0.135
H 0.8919 -1.5759 -0.2426 0.8 -0.3 0.3 0.146
H 2.8316 -0.7358 1.1568 0.1 0.0 -0.1 0.135
H 1.5425 -1.1780 2.2764 0.1 -0.1 0.1 0.139
H 1.8723 1.7591 1.3218 0.0 -0.2 -0.2 0.124
H 1.5623 0.3021 -1.4137 0.3 0.3 0.2 0.182
H -0.4579 -0.8273 -2.8420 0.6 0.1 -0.2 0.116
H -1.0699 0.7639 -3.1140 -0.8 0.0 0.3 0.141
H -1.9303 3.3907 0.9069 0.1 0.1 -0.3 0.119
H -2.9372 1.9846 0.5008 -0.1 0.0 -0.2 0.113
H -2.0436 1.1134 2.8815 0.0 -0.1 0.0 0.067
H -1.7854 2.8202 3.1833 0.1 0.1 0.1 0.079
H -3.3966 2.1966 2.7565 -0.1 0.2 0.2 0.080
C 5.2078 2.7334 1.0110 -0.2 -0.2 0.3 -0.055
C 5.1474 4.1708 0.5532 0.4 0.1 0.0 -0.314
O 5.5357 4.0676 -0.8085 -0.4 -0.2 0.1 0.141
C 5.1634 2.8306 -1.2413 0.2 0.1 0.0 -0.553
O 5.0873 2.5005 -2.3720 0.0 -0.1 -0.2 0.188
O 4.8722 2.0217 -0.1852 -0.1 0.2 0.1 0.046
F 6.0318 4.9463 1.2156 0.0 0.0 -0.1 0.091
H 6.2090 2.4519 1.3383 0.1 0.2 0.0 0.149
H 4.4984 2.5124 1.8055 -0.1 -0.1 -0.1 0.129
H 4.1570 4.6264 0.6118 0.0 0.1 0.1 0.174
C -4.3168 -3.3472 -2.2216 -0.3 0.1 0.2 -0.026
C -3.7930 -4.6163 -2.8521 -0.2 0.1 -0.4 -0.296
O -2.4556 -4.2496 -3.1896 0.1 -0.1 0.4 0.160
C -2.0690 -3.3097 -2.3089 -0.2 0.0 -0.2 -0.550
O -0.9350 -2.9682 -2.1415 0.1 0.3 -0.1 0.129
O -3.1214 -2.7970 -1.6385 0.1 -0.2 -0.2 0.058
F -4.4630 -4.9336 -3.9755 0.1 0.0 0.0 0.101
H -4.7116 -2.6532 -2.9637 0.1 -0.1 -0.1 0.150
H -5.0746 -3.5272 -1.4645 0.2 0.1 0.2 0.146
H -3.7722 -5.4811 -2.1876 0.0 -0.1 -0.1 0.180
```
Forces are in eV/Å.

Results
**Net charge**: +1
**HOMO-LUMO gap**: 6.5 eV



(4)
DFT (ωB97M-V/def2-TZVPD) results for a structure of composition C15H22F6NO4S2SiTeTi in a non-equilibrium geometry.

```
53
Properties=species:S:1:pos:R:3:forces:R:3:lowdin_charge:R:1
Ti -1.4138 0.5770 0.3495 3.6 1.6 1.0 0.723
F -4.5514 -2.0367 0.7322 0.0 0.1 -0.1 0.173
C -4.4380 -2.1670 -0.5778 -0.3 -0.1 0.2 -0.658
F -5.4040 -1.5097 -1.1963 0.1 0.1 0.0 0.170
F -4.5050 -3.4365 -0.9009 0.2 -0.1 -0.1 0.196
S -2.7553 -1.5010 -1.1483 -1.4 -1.0 -0.1 0.639
O -2.0881 -1.1549 0.1524 -1.0 -1.8 0.4 -0.479
O -2.1624 -2.5259 -1.9107 0.2 0.2 -0.2 -0.207
N -3.1052 -0.1685 -1.9446 0.1 0.1 -0.1 -0.318
S -3.5181 1.0685 -1.0845 -1.7 -0.3 -0.5 0.652
O -2.3207 1.8579 -0.6623 -0.4 1.1 -0.5 -0.409
O -4.2860 0.7324 0.0750 -0.5 0.3 0.1 -0.222
C -4.3132 2.2530 -2.2778 0.3 0.1 -0.4 -0.678
F -3.4456 2.3878 -3.2674 -0.2 0.1 0.1 0.189
F -4.4714 3.3870 -1.6320 0.0 0.0 0.1 0.204
F -5.4570 1.7937 -2.7100 0.0 -0.2 0.1 0.218
C 6.3569 -0.3693 -1.8984 0.0 0.0 0.0 -0.037
C 4.8673 -0.2930 -1.7284 -0.1 0.0 0.0 -0.250
C 4.0543 -1.3812 -2.0139 0.1 0.1 0.0 -0.005
C 2.6695 -1.3057 -1.9266 -0.3 -0.1 0.1 -0.320
C 1.8460 -2.5245 -2.2584 0.1 0.1 0.0 -0.089
C 2.0908 -0.0903 -1.5471 -0.1 -0.1 0.1 -0.439
Te -0.0338 0.1038 -1.8495 1.7 0.7 0.1 1.298
C 2.8890 1.0071 -1.1973 -0.3 0.2 0.0 -0.312
C 2.2835 2.3104 -0.7492 0.1 -0.1 -0.2 -0.074
C 4.2658 0.8837 -1.2919 0.0 -0.1 0.0 -0.008
H 6.6728 -1.3760 -2.1647 0.0 0.0 0.0 0.079
H 6.8698 -0.0699 -0.9839 0.0 0.0 0.0 0.087
H 6.6756 0.3085 -2.6920 0.0 0.0 0.0 0.090
H 4.5071 -2.3170 -2.3197 0.0 0.0 0.0 0.122
H 2.4670 -3.4177 -2.2477 0.0 0.0 0.0 0.083
H 1.4034 -2.4270 -3.2527 0.0 -0.1 0.0 0.085
H 1.0333 -2.6622 -1.5447 0.0 0.0 0.0 0.051
H 1.4948 2.1331 -0.0202 0.0 0.1 0.0 0.023
H 1.8394 2.8299 -1.6017 0.0 0.1 0.1 0.086
H 3.0375 2.9582 -0.3058 0.0 0.0 0.0 0.085
H 4.8890 1.7340 -1.0379 0.0 0.0 0.0 0.126
C -0.7107 0.9752 5.0516 0.2 0.2 -0.4 -0.161
Si -0.8290 0.3717 3.2816 0.0 -0.5 0.0 0.493
C 0.4651 -0.9005 2.7077 -0.4 0.2 0.4 -0.157
C -2.5632 -0.3827 3.0051 0.3 0.1 -0.1 -0.169
C -0.6611 1.6439 1.8761 0.0 -0.3 0.7 -0.297
H -0.7790 0.1372 5.7471 0.0 -0.1 -0.1 0.043
H -1.5333 1.6586 5.2701 0.0 0.0 0.0 0.041
H 0.2216 1.5042 5.2528 0.0 0.0 0.0 0.038
H 0.3117 -1.8733 3.1769 0.0 0.0 -0.1 0.046
H 1.4819 -0.5807 2.9400 0.0 0.1 -0.1 0.047
H 0.4094 -1.0435 1.6169 0.1 -0.1 0.0 0.013
H -3.1070 -0.4926 3.9437 0.0 0.1 0.1 0.054
H -2.5043 -1.3755 2.5602 -0.1 0.0 0.0 0.030
H -3.1925 0.2480 2.3648 -0.2 -0.1 0.1 0.019
H 0.3689 2.0066 1.8275 0.0 -0.1 -0.3 0.034
H -1.3224 2.5112 2.0129 -0.1 -0.1 -0.2 0.052
```
Forces are in eV/Å.

Results
**Net charge**: +1
**HOMO-LUMO gap**: 6.4 eV



| no. | E_tot (eV) |
| --- | --- |
| 1 | -29924.575 |
| 2 | -97584.468 |
| 3 | -42183.636 |
| 4 | -101845.207 |